--- P ---
Formula: C5H12NO
Source: the Open Molecules 2025 dataset
Level of theory: ωB97M-V/def2-TZVPD

Gap between HOMO and LUMO (eV): 6.67
Total charge: -1
E_HOMO (eV): -2.384
LUMO energy (eV): 4.28
SMILES: CNCCCC[O-]

Last column: Löwdin charge in e.
Element x y z (Å)
C: -0.66 1.95 -1.19  -0.213
N: 0.66 2.01 -0.66  -0.142
C: 1.15 0.56 -0.29  -0.218
C: 0.49 0.08 1.05  -0.223
C: 0.24 -1.51 1.06  -0.203
C: -0.85 -2.11 0.04  -0.466
O: -1.36 -1.21 -0.95  -0.408
H: -0.56 1.18 -1.90  0.051
H: -1.51 1.56 -0.62  0.066
H: -1.00 2.91 -1.50  0.055
H: 0.59 2.43 0.27  0.072
H: 2.33 0.50 -0.24  0.121
H: 0.81 -0.03 -1.11  0.061
H: 1.10 0.55 1.91  0.093
H: -0.57 0.50 1.22  0.108
H: -0.16 -1.79 2.04  0.068
H: 1.19 -1.94 0.66  0.079
H: -0.28 -2.95 -0.38  0.045
H: -1.61 -2.68 0.61  0.055

***

--- Q ---
Formula: C5H12NO
Source: the Open Molecules 2025 dataset
Level of theory: ωB97M-V/def2-TZVPD

Gap between HOMO and LUMO (eV): 5.64
Total charge: -1
E_HOMO (eV): -2.035
LUMO energy (eV): 3.61
SMILES: CCNCCC[O-]

Last column: Löwdin charge in e.
Element x y z (Å)
C: -1.88 -0.72 2.06  -0.114
C: -0.56 -0.82 1.32  -0.304
N: -0.03 0.54 0.97  -0.108
C: 1.13 0.53 0.10  -0.271
C: 1.09 -0.16 -1.30  -0.201
C: 0.67 0.89 -2.38  -0.568
O: 0.30 0.33 -3.57  -0.413
H: -1.81 -0.18 3.01  0.058
H: -2.18 -1.74 2.30  0.060
H: -2.62 -0.14 1.50  0.073
H: 0.30 -1.35 1.75  0.107
H: -0.75 -1.34 0.38  0.088
H: -0.85 1.01 0.60  0.088
H: 1.86 -0.09 0.65  0.093
H: 1.37 1.60 -0.01  0.102
H: 0.38 -0.98 -1.35  0.076
H: 2.10 -0.48 -1.51  0.086
H: 1.60 1.51 -2.48  0.070
H: -0.14 1.59 -2.04  0.076

***

Relative energy table, unit eV: P 0.988; Q 0.000